1.
This record from the Open Molecules 2025 dataset describes C6H9N as an isolated structure. The level of theory is ωB97M-V/def2-TZVPD.

Each line ends with the natural charge from an NBO analysis.
Atoms and positions in Å:
1 C -1.7348 0.8134 -0.5424  -0.62
2 C -0.5928 0.0757 0.0791  0.14
3 C 0.4035 0.2640 1.1566  -0.27
4 C 0.3779 -1.2409 1.2691  -0.23
5 N -0.3098 -1.2927 -0.0422  -0.41
6 C 1.3169 -0.3952 -1.1911  -0.27
7 C 0.9963 0.5820 -0.2044  -0.23
8 H -2.6804 0.5490 -0.0568  0.23
9 H -1.8155 0.5474 -1.6024  0.23
10 H -1.5964 1.8956 -0.4666  0.22
11 H 0.4555 1.0260 1.9294  0.23
12 H 1.3145 -1.8012 1.3439  0.19
13 H -0.3215 -1.5464 2.0561  0.21
14 H 0.5916 -0.7726 -1.8918  0.21
15 H 2.3459 -0.4305 -1.5743  0.18
16 H 1.4336 1.5858 -0.2579  0.21

Gap between HOMO and LUMO (spin up / spin down): 8.96 / 8.96 eV
LUMO (spin up / spin down): 0.54 / 0.54 eV
M: 95.1 g mol⁻¹
E_HOMO (spin up / spin down): -8.42 / -8.42 eV
Spin multiplicity: 1
ΔE to the lowest compared entry with this formula, charge and spin: 5.3962 eV

***

2.
This record from the Open Molecules 2025 dataset describes a 2-piece molecular cluster, C3H11NO2 overall. The level of theory is ωB97M-V/def2-TZVPD.

Each line ends with the natural charge from an NBO analysis.
Atoms and positions in Å:
1 C 2.3303 0.4947 0.1887  0.23
2 O 1.5145 -0.1960 1.0637  -0.77
3 O 2.7750 -0.2904 -0.8853  -0.74
4 H 3.1866 -1.0850 -0.5258  0.47
5 H 0.7154 -0.5112 0.5716  0.50
6 H 3.1825 0.8623 0.7822  0.13
7 H 1.8180 1.3503 -0.2754  0.13
8 C -1.8951 -0.4952 0.0116  -0.21
9 C -1.7966 0.9982 0.2923  -0.62
10 N -0.6240 -0.9853 -0.5112  -0.85
11 H -0.6581 -1.9862 -0.6702  0.37
12 H -0.4052 -0.5357 -1.3949  0.37
13 H -2.0924 -1.0326 0.9430  0.19
14 H -2.7351 -0.6863 -0.6754  0.17
15 H -0.9876 1.1918 0.9925  0.22
16 H -2.7281 1.3604 0.7201  0.21
17 H -1.6004 1.5462 -0.6276  0.20

Gap between HOMO and LUMO: 10.63 eV
LUMO: 0.92 eV
M: 93.1 g mol⁻¹
E_HOMO: -9.72 eV
Spin multiplicity: 1
SMILES: CCN.OCO
ΔE to the lowest compared entry with this formula, charge and spin: 0.1385 eV

***

3.
This record from the Open Molecules 2025 dataset describes C32H25MnN6O3 as an isolated structure at a distorted geometry. The level of theory is ωB97M-V/def2-TZVPD.

Each line ends with the natural charge from an NBO analysis.
Atoms and positions in Å:
1 Mn -0.0228 0.4427 0.4786  1.34
2 C 0.8761 -0.9790 4.5261  -0.24
3 O 0.4055 -2.2806 4.1916  -0.51
4 C -0.5835 -2.4779 3.2786  0.31
5 C -1.2513 -3.6836 3.3932  -0.22
6 C -2.2933 -4.0380 2.5390  -0.24
7 C -2.6741 -3.1727 1.5464  -0.17
8 C -1.9892 -1.9608 1.3621  -0.21
9 C -2.3709 -1.1373 0.2573  0.20
10 N -1.6790 -0.1412 -0.1901  -0.34
11 N -2.1034 0.4983 -1.3361  -0.40
12 C -1.1484 1.2877 -1.7554  0.54
13 O -0.0106 1.4016 -1.1460  -0.64
14 C -1.3910 2.1236 -2.9559  -0.03
15 C -1.3309 3.5071 -2.8260  -0.19
16 C -1.5434 4.3143 -3.9314  -0.21
17 C -1.7996 3.7406 -5.1690  -0.20
18 C -1.8487 2.3602 -5.2991  -0.21
19 C -1.6498 1.5487 -4.1928  -0.19
20 C -0.9212 -1.5871 2.2280  0.32
21 O -0.3039 -0.4374 2.0916  -0.68
22 H 1.5896 -1.1367 5.3319  0.19
23 H 0.0612 -0.3438 4.8830  0.17
24 H 1.3735 -0.4874 3.6962  0.20
25 H -0.9382 -4.3522 4.1847  0.23
26 H -2.7911 -4.9898 2.6627  0.22
27 H -3.4935 -3.4230 0.8827  0.21
28 H -3.2705 -1.3944 -0.2966  0.22
29 H -1.1194 3.9401 -1.8552  0.22
30 H -1.5058 5.3912 -3.8289  0.21
31 H -1.9611 4.3706 -6.0344  0.21
32 H -2.0417 1.9132 -6.2658  0.22
33 H -1.6862 0.4699 -4.2794  0.23
34 C 0.9517 -2.9257 -3.9989  -0.23
35 C 2.0751 -2.2388 -3.5585  -0.19
36 C 2.0748 -1.6168 -2.3248  -0.25
37 C 0.9511 -1.6740 -1.4850  0.23
38 C -0.1747 -2.3588 -1.9449  -0.24
39 C -0.1691 -2.9755 -3.1865  -0.20
40 N 0.9761 -1.0150 -0.2415  -0.58
41 C 2.1328 -1.1117 0.5290  0.14
42 C 2.8989 -2.2697 0.6831  -0.24
43 C 4.0101 -2.2675 1.5072  -0.20
44 C 4.3996 -1.1097 2.1794  -0.22
45 C 3.6552 0.0454 2.0623  -0.24
46 C 2.5103 0.0454 1.2585  0.15
47 N 1.6357 1.0856 1.0942  -0.31
48 N 1.6885 2.1844 1.8257  -0.25
49 C 0.5092 2.8224 1.8058  0.33
50 C 0.3808 4.1322 2.3164  -0.23
51 C -0.8264 4.7686 2.2372  -0.15
52 C -1.9250 4.1008 1.6681  -0.29
53 C -1.7516 2.8187 1.2121  0.08
54 N -0.5805 2.1720 1.2775  -0.52
55 H 0.9508 -3.4138 -4.9648  0.21
56 H 2.9547 -2.1749 -4.1870  0.21
57 H 2.9400 -1.0572 -1.9948  0.22
58 H -1.0507 -2.4368 -1.3212  0.21
59 H -1.0475 -3.5166 -3.5164  0.21
60 H 2.6042 -3.1734 0.1660  0.23
61 H 4.5764 -3.1807 1.6380  0.21
62 H 5.2883 -1.1238 2.7967  0.21
63 H 3.9222 0.9542 2.5843  0.23
64 H 1.2647 4.5966 2.7290  0.24
65 H -0.9351 5.7812 2.6026  0.22
66 H -2.8930 4.5744 1.6001  0.23
67 H -2.5811 2.2715 0.7793  0.22

Gap between HOMO and LUMO (spin up / spin down): 6.32 / 6.03 eV
LUMO (spin up / spin down): -0.36 / -1.48 eV
M: 596.5 g mol⁻¹
E_HOMO (spin up / spin down): -6.68 / -7.51 eV
Spin multiplicity: 5

***

4.
This record from the Open Molecules 2025 dataset describes one molecule with the formula C4H6N2O at a distorted geometry. The level of theory is ωB97M-V/def2-TZVPD.

Each line ends with the natural charge from an NBO analysis.
Atoms and positions in Å:
1 C 1.5041 -0.2997 0.5510  -0.12
2 C -0.8205 0.7647 -1.0277  0.25
3 C -0.9736 -0.5090 1.1160  -0.03
4 C 0.3225 -0.5090 1.4251  -0.27
5 H 2.0180 0.6982 0.8482  0.19
6 H 2.3576 -1.0115 0.6064  0.21
7 H -1.5774 1.3818 -1.6353  0.18
8 H -2.6658 -0.1694 -0.2296  0.42
9 H -1.6675 -0.5667 1.9983  0.21
10 H 0.5888 -0.8377 2.4648  0.21
11 N 0.3980 0.8222 -1.3568  -0.19
12 N -1.5258 0.0915 -0.0318  -0.64
13 O 1.0807 -0.3215 -0.8399  -0.42

Gap between HOMO and LUMO: 9.14 eV
LUMO: 0.56 eV
M: 98.1 g mol⁻¹
E_HOMO: -8.57 eV
Spin multiplicity: 1
SMILES: C1=CNC=NOC1
ΔE to the lowest compared entry with this formula, charge and spin: 4.3434 eV

***

5.
This record from the Open Molecules 2025 dataset describes a 2-piece molecular cluster, C4H15N2O overall at a distorted geometry. The level of theory is ωB97M-V/def2-TZVPD.

Each line ends with the natural charge from an NBO analysis.
Atoms and positions in Å:
1 N -1.3790 0.7797 -0.9805  -0.73
2 C -0.4435 0.6721 0.3655  -0.02
3 C 0.3547 1.9545 0.5961  -0.66
4 C 0.4200 -0.6104 0.1335  -0.26
5 N 0.6185 -1.2283 1.4970  -0.65
6 C -0.6902 -1.9745 1.8122  -0.44
7 H -0.7858 0.7242 -1.8373  0.47
8 H -2.0756 -0.1321 -0.8590  0.46
9 H -1.8563 1.6065 -1.0344  0.42
10 H -1.1738 0.4615 1.1944  0.24
11 H 1.2735 1.8781 0.0081  0.22
12 H 0.7216 1.7446 1.6944  0.28
13 H -0.1170 2.8958 0.4148  0.24
14 H -0.1161 -1.5215 -0.6240  0.17
15 H 1.4598 -0.4220 -0.3916  0.26
16 H 1.4474 -1.7743 1.6707  0.39
17 H -1.3653 -1.0939 2.1423  0.18
18 H -1.0452 -2.4092 0.8143  0.17
19 H -0.8722 -2.6865 2.6381  0.25
20 H 1.6914 -0.3099 -3.1792  0.52
21 H 1.6614 1.2303 -2.5879  0.50
22 O 1.0787 0.3373 -2.6404  -1.00

Gap between HOMO and LUMO: 9.41 eV
Net charge: +1
LUMO: -3.29 eV
M: 107.2 g mol⁻¹
E_HOMO: -12.70 eV
Spin multiplicity: 1
ΔE to the lowest compared entry with this formula, charge and spin: 3.4650 eV

***

6.
This record from the Open Molecules 2025 dataset describes a 2-piece molecular cluster, C2H4NO2 overall at a distorted geometry. The level of theory is ωB97M-V/def2-TZVPD.

Each line ends with the natural charge from an NBO analysis.
Atoms and positions in Å:
1 C 1.4202 0.2281 0.1729  0.72
2 C 0.2361 -0.5159 -0.0862  0.10
3 N -1.0399 0.3097 -0.1033  -0.75
4 O 1.9611 0.8517 0.9770  -0.41
5 O 1.3115 -0.2921 -1.0470  -0.38
6 H -0.0998 -2.0726 0.2717  0.27
7 H -0.8006 1.1917 -0.7013  0.49
8 H -1.2007 0.6751 0.8784  0.48
9 H -1.7878 -0.3757 -0.3621  0.48

Gap between HOMO and LUMO: 10.68 eV
Net charge: +1
LUMO: -5.06 eV
M: 74.1 g mol⁻¹
E_HOMO: -15.74 eV
Spin multiplicity: 1
ΔE to the lowest compared entry with this formula, charge and spin: 4.1378 eV

***

7.
This record from the Open Molecules 2025 dataset describes one molecule with the formula C4H10N2 at a distorted geometry. The level of theory is ωB97M-V/def2-TZVPD.

Each line ends with the natural charge from an NBO analysis.
Atoms and positions in Å:
1 C 0.8339 -0.0896 -1.0432  -0.22
2 C -0.1117 -0.0189 0.1970  0.08
3 C -0.9777 -1.2067 0.3145  -0.63
4 C -0.9532 1.2736 0.0529  -0.63
5 N 2.0496 -0.1472 -0.1424  -0.49
6 N 1.1297 -0.0516 1.0739  -0.46
7 H 0.5333 -0.9295 -1.5927  0.18
8 H 0.8157 0.8429 -1.6424  0.18
9 H -0.8394 -1.5547 1.3586  0.23
10 H -0.7076 -2.0427 -0.3121  0.21
11 H -1.9352 -0.7525 0.1234  0.21
12 H -0.4707 2.0402 -0.5323  0.22
13 H -1.1225 1.7661 1.0216  0.21
14 H -2.0001 0.9716 -0.2816  0.21
15 H 2.6186 -1.0203 -0.0249  0.36
16 H 1.1372 0.9192 1.4296  0.33

Gap between HOMO and LUMO: 9.57 eV
LUMO: 1.04 eV
M: 86.1 g mol⁻¹
E_HOMO: -8.53 eV
Spin multiplicity: 1
SMILES: CC1(C)CNN1
ΔE to the lowest compared entry with this formula, charge and spin: 3.0844 eV

***

8.
This record from the Open Molecules 2025 dataset describes a 11-piece molecular cluster, H22O11 overall at a distorted geometry. The level of theory is ωB97M-V/def2-TZVPD.

Each line ends with the natural charge from an NBO analysis.
Atoms and positions in Å:
1 O -3.3120 -2.3798 0.5457  -0.98
2 H -3.3220 -2.4729 1.5323  0.49
3 H -2.4966 -1.9922 0.2190  0.51
4 O 3.0183 0.4846 -1.9357  -0.98
5 H 1.9958 0.4863 -1.8996  0.47
6 H 3.2131 1.3636 -1.4776  0.53
7 O -0.6850 -1.1537 0.0833  -1.03
8 H -0.9202 -0.3364 -0.4036  0.51
9 H -0.2196 -1.7472 -0.5661  0.50
10 O 3.3176 -1.9552 -0.7014  -1.00
11 H 3.5400 -2.5312 -1.4163  0.48
12 H 3.1389 -1.0791 -1.1551  0.51
13 O -3.1869 2.4697 0.9842  -0.99
14 H -3.1484 2.7146 1.9189  0.48
15 H -3.8684 1.8138 0.9049  0.50
16 O 1.4984 1.7940 1.2051  -0.99
17 H 0.6246 1.5087 0.7316  0.50
18 H 1.8647 0.9652 1.5723  0.52
19 O 0.7408 -2.9762 -1.4689  -0.96
20 H 0.7905 -3.7350 -0.8448  0.48
21 H 1.4825 -2.4029 -1.1687  0.49
22 O 1.7013 -0.9885 1.7004  -0.98
23 H 0.8554 -1.1563 1.2921  0.49
24 H 2.3225 -1.2320 1.0068  0.48
25 O -0.9213 1.6088 -0.7185  -1.00
26 H -1.6792 1.8378 -0.2207  0.52
27 H -0.5339 2.3948 -1.1484  0.50
28 O -4.5446 0.1804 0.7449  -0.99
29 H -5.4462 -0.0897 1.0237  0.48
30 H -4.1002 -0.6238 0.4842  0.51
31 O 2.8568 2.9643 -0.6386  -1.02
32 H 3.2039 3.7473 -0.1569  0.49
33 H 2.2194 2.5184 -0.0285  0.50

Gap between HOMO and LUMO: 11.54 eV
LUMO: 0.25 eV
M: 198.2 g mol⁻¹
E_HOMO: -11.29 eV
Spin multiplicity: 1
SMILES: O.O.O.O.O.O.O.O.O.O.O
ΔE to the lowest compared entry with this formula, charge and spin: 0.2738 eV

***

Please write out number 7 again, unchanged.
This record from the Open Molecules 2025 dataset describes one molecule with the formula C4H10N2 at a distorted geometry. The level of theory is ωB97M-V/def2-TZVPD.

Each line ends with the natural charge from an NBO analysis.
Atoms and positions in Å:
1 C 0.8339 -0.0896 -1.0432  -0.22
2 C -0.1117 -0.0189 0.1970  0.08
3 C -0.9777 -1.2067 0.3145  -0.63
4 C -0.9532 1.2736 0.0529  -0.63
5 N 2.0496 -0.1472 -0.1424  -0.49
6 N 1.1297 -0.0516 1.0739  -0.46
7 H 0.5333 -0.9295 -1.5927  0.18
8 H 0.8157 0.8429 -1.6424  0.18
9 H -0.8394 -1.5547 1.3586  0.23
10 H -0.7076 -2.0427 -0.3121  0.21
11 H -1.9352 -0.7525 0.1234  0.21
12 H -0.4707 2.0402 -0.5323  0.22
13 H -1.1225 1.7661 1.0216  0.21
14 H -2.0001 0.9716 -0.2816  0.21
15 H 2.6186 -1.0203 -0.0249  0.36
16 H 1.1372 0.9192 1.4296  0.33

Gap between HOMO and LUMO: 9.57 eV
LUMO: 1.04 eV
M: 86.1 g mol⁻¹
E_HOMO: -8.53 eV
Spin multiplicity: 1
SMILES: CC1(C)CNN1
ΔE to the lowest compared entry with this formula, charge and spin: 3.0844 eV

***

- Which value of M does entry 1 give?
  95.1 g mol⁻¹

***

Please write out number 1 again, unchanged.
This record from the Open Molecules 2025 dataset describes C6H9N as an isolated structure. The level of theory is ωB97M-V/def2-TZVPD.

Each line ends with the natural charge from an NBO analysis.
Atoms and positions in Å:
1 C -1.7348 0.8134 -0.5424  -0.62
2 C -0.5928 0.0757 0.0791  0.14
3 C 0.4035 0.2640 1.1566  -0.27
4 C 0.3779 -1.2409 1.2691  -0.23
5 N -0.3098 -1.2927 -0.0422  -0.41
6 C 1.3169 -0.3952 -1.1911  -0.27
7 C 0.9963 0.5820 -0.2044  -0.23
8 H -2.6804 0.5490 -0.0568  0.23
9 H -1.8155 0.5474 -1.6024  0.23
10 H -1.5964 1.8956 -0.4666  0.22
11 H 0.4555 1.0260 1.9294  0.23
12 H 1.3145 -1.8012 1.3439  0.19
13 H -0.3215 -1.5464 2.0561  0.21
14 H 0.5916 -0.7726 -1.8918  0.21
15 H 2.3459 -0.4305 -1.5743  0.18
16 H 1.4336 1.5858 -0.2579  0.21

Gap between HOMO and LUMO (spin up / spin down): 8.96 / 8.96 eV
LUMO (spin up / spin down): 0.54 / 0.54 eV
M: 95.1 g mol⁻¹
E_HOMO (spin up / spin down): -8.42 / -8.42 eV
Spin multiplicity: 1
ΔE to the lowest compared entry with this formula, charge and spin: 5.3962 eV